Entry P
Entry from the OMol25 dataset: an isolated molecule of C3H4N2OS (wB97M-V/def2-TZVPD).

Each line ends with the natural charge from an NBO analysis.
CARTESIAN COORDINATES (ANGSTROEM)
C 1.54920 0.73103 0.29287  -0.4751
C 0.41343 1.30055 0.01951  0.2556
C 2.00516 -0.52498 0.01743  0.2546
N 2.38754 -1.57212 -0.18138  -0.3275
N -2.75966 -1.03158 -0.20911  -1.0306
O -0.72486 0.68720 -0.38279  -0.7130
S -1.41918 -0.84250 0.41122  1.1182
H 2.40245 1.35050 0.30631  0.2449
H 0.44152 2.35846 0.01410  0.1885
H -0.75711 -1.89634 -0.33095  0.1063
H -3.53849 -0.56023 0.04278  0.3781

As for the LUMO energy: 0.06 eV. As for the molar mass: 116.14 g/mol.

Entry Q
Entry from the OMol25 dataset: an isolated molecule of C3H4N2OS (wB97M-V/def2-TZVPD).

Each line ends with the natural charge from an NBO analysis.
CARTESIAN COORDINATES (ANGSTROEM)
C 1.63619 0.79493 1.61290  0.4200
C -0.87266 -1.05752 -0.18732  -0.5934
C -0.98016 0.49624 -0.58192  -0.6278
N 1.21483 1.36167 2.52606  -0.4030
N 1.71945 0.20830 0.42879  -0.9297
O 1.26650 -0.46613 -1.97722  -0.8535
S 0.68344 -0.17410 -0.68704  1.9540
H -0.93823 -1.12376 0.89238  0.2538
H -1.14318 -1.80945 -0.93616  0.2610
H -1.59286 0.69871 -1.42753  0.2595
H -0.99333 1.07112 0.33706  0.2591

As for the LUMO energy: 0.13 eV. As for the molar mass: 116.14 g/mol.

Most stable of them? entry P.

Entry P
Entry from the OMol25 dataset: an isolated molecule of C3H4N2OS (wB97M-V/def2-TZVPD).

Each line ends with the natural charge from an NBO analysis.
CARTESIAN COORDINATES (ANGSTROEM)
C 0.48578 -1.44805 -0.00573  -0.0374
C 0.62700 0.79802 0.40434  0.3712
C -1.40352 -0.11501 -0.08451  0.4132
N -0.80635 -1.31817 0.05512  -0.6199
N 1.52540 1.64822 -0.17122  -0.8208
O -0.66283 0.99506 0.07124  -0.4796
S -3.11914 0.16493 -0.16001  -0.2234
H 0.86179 -2.40472 0.40546  0.1511
H -1.36483 -2.17453 0.28907  0.4368
H 2.46914 1.40514 0.09735  0.4101
H 1.38757 2.44911 -0.90110  0.3987

As for the LUMO energy (spin up / spin down): -0.31 / -0.31 eV. As for the molar mass: 116.14 g/mol.

Entry Q
Entry from the OMol25 dataset: an isolated molecule of C3H4N2OS (wB97M-V/def2-TZVPD).

Each line ends with the natural charge from an NBO analysis.
CARTESIAN COORDINATES (ANGSTROEM)
C -0.68672 2.20948 0.34304  -0.0370
C -1.78118 -0.52573 -0.13970  0.5230
C 0.64919 -0.74687 0.09003  -0.0960
H -1.15000 1.96035 1.28371  0.1696
H -0.57966 3.21195 -0.00289  0.1975
H -2.62344 0.14079 -0.50285  0.1531
H 0.31365 -1.78013 0.22383  0.2272
N -0.27607 1.35712 -0.47275  -0.2194
N -0.47315 0.03577 -0.13208  -0.3545
O -1.95711 -1.68360 0.14871  -0.5385
S 2.24082 -0.33973 0.01763  -0.0250

As for the LUMO energy: -0.41 eV. As for the molar mass: 116.14 g/mol.

Entry R
Entry from the OMol25 dataset: C3H4N2OS as an isolated structure (wB97M-V/def2-TZVPD).

Each line ends with the natural charge from an NBO analysis.
CARTESIAN COORDINATES (ANGSTROEM)
C -0.17915 0.07352 -0.23012  0.2197
C -1.00796 -0.99269 0.03953  -0.3895
C -1.59263 -1.06450 -1.20153  0.1526
H 1.22415 1.96325 2.45515  0.1411
H 2.04407 0.50959 -0.27304  0.4127
H -1.13779 -1.69729 0.95951  0.2694
H -2.50065 -1.60683 -1.39892  0.2000
N 0.88851 0.71291 0.30341  -0.7217
N -0.24813 0.51685 -1.52935  -0.1589
O -1.07369 -0.30919 -2.11743  -0.2278
S 1.32222 0.41241 2.00819  0.1023

As for the LUMO energy: 0.33 eV. As for the molar mass: 116.14 g/mol.

Entry S
Entry from the OMol25 dataset: a 2-piece molecular cluster, C3H4N2OS overall (wB97M-V/def2-TZVPD).

Each line ends with the natural charge from an NBO analysis.
CARTESIAN COORDINATES (ANGSTROEM)
C 0.00189 0.68389 -0.13946  0.3755
C 0.24131 -1.79924 0.55102  0.8412
C 0.03753 0.90613 -1.57805  -0.7047
N -0.39974 1.07098 0.92575  -0.4213
N 0.48550 -1.64437 1.71671  -0.7613
O 0.09634 -2.05703 -0.57672  -0.5535
S -0.78937 1.06047 2.42887  0.0172
H -0.95327 1.23973 -1.87470  0.2553
H 0.38423 -0.11825 -2.03347  0.2769
H 0.72162 1.65482 -1.83032  0.2499
H 0.17396 -0.99712 2.41038  0.4248

As for the LUMO energy: -0.17 eV. As for the molar mass: 116.14 g/mol.

Most stable of them? entry S.

Entry P
Entry from the OMol25 dataset: an isolated molecule of C3H4N2OS (wB97M-V/def2-TZVPD).

Each line ends with the natural charge from an NBO analysis.
CARTESIAN COORDINATES (ANGSTROEM)
C -0.19079 0.19158 0.14048  0.3016
C 0.70583 -0.41696 1.11186  -0.0622
C 1.39477 -0.92444 1.96489  -0.1621
H 0.98525 -1.98991 -1.44758  0.4819
H -0.35439 0.34544 -1.84596  0.3746
H -2.47914 2.70421 0.16295  0.1398
H 2.04154 -1.37973 2.66887  0.2360
N -0.13250 -0.34478 -1.14942  -0.3251
N -0.97948 1.08674 0.53011  -0.5415
O 1.07135 -0.98395 -1.46206  -0.5584
S -2.06243 1.71180 -0.67414  0.1152

As for the LUMO energy: 0.77 eV. As for the molar mass: 116.14 g/mol.

Entry Q
Entry from the OMol25 dataset: a 2-piece molecular cluster, C3H4N2OS overall (wB97M-V/def2-TZVPD).

Each line ends with the natural charge from an NBO analysis.
CARTESIAN COORDINATES (ANGSTROEM)
C 0.77421 -0.49434 2.05831  -0.0049
C -0.48613 0.62975 0.69545  0.5577
C -0.09303 -0.06443 -1.66083  -0.4480
N -0.13013 0.34755 1.95526  -0.4720
N 0.06699 -0.10033 -0.21426  -0.4350
O -1.93891 1.94516 -0.27204  -0.5683
S 1.33299 -1.22566 0.57137  0.4254
H 1.18674 -0.90424 2.89576  0.2101
H -1.02870 0.52863 -1.66093  0.3052
H 0.69898 0.27866 -2.30491  0.2223
H -0.38301 -0.94074 -2.06317  0.2075

As for the LUMO energy (spin up / spin down): -1.16 / -1.13 eV. As for the molar mass: 116.14 g/mol.

Entry R
Entry from the OMol25 dataset: an isolated molecule of C3H4N2OS (wB97M-V/def2-TZVPD).

Each line ends with the natural charge from an NBO analysis.
CARTESIAN COORDINATES (ANGSTROEM)
C 1.45796 -0.78176 -0.05032  -0.4276
C -0.05755 1.33769 -0.14139  0.2735
C -1.88703 0.30734 0.08780  0.3165
H 2.27864 -0.13648 -0.21095  0.2279
H 1.56985 -1.85050 -0.80845  0.2305
H 1.51694 -1.30763 1.05349  0.2181
H 0.69288 1.95390 -0.10264  0.1932
N 0.20729 -0.05417 0.01867  -0.1246
N -1.33730 1.59460 0.09708  -0.4645
O -1.03016 -0.68853 0.11866  -0.2687
S -3.41151 -0.37446 -0.06196  -0.1741

As for the LUMO energy: -0.12 eV. As for the molar mass: 116.14 g/mol.

Most stable of them? entry R.

Entry P
Entry from the OMol25 dataset: an isolated ion of composition C8H12NOS and charge +1 (wB97M-V/def2-TZVPD).

Each line ends with the natural charge from an NBO analysis.
CARTESIAN COORDINATES (ANGSTROEM)
C -1.74868 -0.76645 -3.47092  -0.2352
C -1.37091 0.26680 -2.54453  -0.1700
C -1.43390 -1.99517 -3.02499  -0.3795
C -0.85202 -0.31577 -1.41466  -0.3515
C 0.30287 -0.43322 2.02760  -0.3015
C -1.00654 0.44644 2.08495  -0.1104
C -0.44177 0.35531 -0.13725  0.2024
C 1.89697 0.45761 0.32541  -0.3947
N 0.66452 -0.35100 0.54882  -0.3662
O -1.70083 0.31503 0.89194  -0.4998
S -0.94676 -2.00476 -1.38530  0.4607
H -2.14664 -0.47159 -4.51543  0.2616
H -1.43710 1.37923 -2.63637  0.2517
H -1.55788 -2.83957 -3.68778  0.2697
H 0.94491 -0.02076 2.79783  0.2521
H 0.11535 -1.46087 2.53440  0.2658
H -1.64231 0.08832 3.05146  0.2398
H -0.79596 1.56728 2.33232  0.1835
H -0.37115 1.48528 -0.02704  0.2637
H 1.79359 1.40134 0.66142  0.2253
H 2.69089 -0.03024 0.93494  0.2503
H 1.86437 0.58618 -0.75555  0.2434
H 0.69012 -1.25151 0.25473  0.4387

Its total charge is +1. As for the LUMO energy: -3.10 eV. As for the molar mass: 170.26 g/mol.

Entry Q
Entry from the OMol25 dataset: C8H12NOS as an isolated structure (wB97M-V/def2-TZVPD).

Each line ends with the natural charge from an NBO analysis.
CARTESIAN COORDINATES (ANGSTROEM)
C -3.67620 -0.67960 0.63995  -0.2407
C -2.75547 -1.64447 0.01274  -0.2842
C -3.50020 0.59740 0.10463  -0.3929
C -1.94877 -1.12417 -0.89570  -0.4015
C 1.61636 -0.14042 -1.03282  -0.3140
C 1.87718 -1.49781 -0.37910  0.0786
C 0.24152 -0.60412 0.79627  0.1708
C 1.74813 1.28217 0.99072  -0.4124
N 0.86493 0.56943 0.03286  -0.4026
O 1.04244 -1.61093 0.60143  -0.3210
S -2.21675 0.61734 -1.07354  0.3313
H -4.31928 -0.68537 1.45470  0.2452
H -2.67719 -2.61914 0.31070  0.2391
H -4.13396 1.46812 0.37278  0.2654
H 2.51228 0.47956 -1.25240  0.2495
H 1.16054 -0.24947 -2.04178  0.2585
H -1.13380 -1.56188 -1.89003  0.2747
H 2.48723 -2.25737 -0.69312  0.2224
H -0.72043 -0.54396 1.25575  0.2544
H 2.27423 2.10152 0.36344  0.2430
H 0.99642 1.47288 1.74849  0.2404
H 2.42541 0.50088 1.38479  0.2360
H 0.10042 1.15540 -0.23487  0.4603

Its total charge is +1. As for the LUMO energy (spin up / spin down): -3.53 / -3.79 eV. As for the molar mass: 170.26 g/mol.

Most stable of them? entry P.

Entry P
Entry from the OMol25 dataset: an isolated molecule of C2H5PS (wB97M-V/def2-TZVPD).

Each line ends with the natural charge from an NBO analysis.
CARTESIAN COORDINATES (ANGSTROEM)
C 0.41671 -0.31697 -1.93947  -0.5159
C -0.09658 0.43232 1.94064  -0.8474
P -0.17621 0.14116 0.21211  0.7314
S 0.50924 -1.85755 -2.35795  0.1009
H 0.82205 0.33434 -2.66474  0.1756
H -0.52738 1.44864 2.19105  0.2062
H 0.88839 0.27858 2.38417  0.2036
H -1.35272 0.77964 0.05694  -0.0186
H -0.48349 -1.24016 0.17726  -0.0360

As for the LUMO energy (spin up / spin down): -0.93 / -0.93 eV. As for the molar mass: 92.10 g/mol.

Entry Q
Entry from the OMol25 dataset: an isolated molecule of C2H5PS (wB97M-V/def2-TZVPD).

Each line ends with the natural charge from an NBO analysis.
CARTESIAN COORDINATES (ANGSTROEM)
C -0.66738 -0.57724 0.85464  -0.5103
C 0.14893 -1.06236 -0.31367  -0.5359
P 1.27494 0.24043 -1.30936  0.2965
S 0.76631 -1.57759 1.32010  0.1314
H -0.92391 0.38565 1.19524  0.2330
H -1.62443 -1.15985 0.96548  0.2147
H -0.23954 -1.86098 -0.96991  0.2351
H 0.92567 -0.16903 -2.48989  -0.0563
H 2.53183 -0.55666 -1.45468  -0.0082

As for the LUMO energy: 0.94 eV. As for the molar mass: 92.10 g/mol.

Most stable of them? entry Q.

Entry P
Entry from the OMol25 dataset: a 2-piece molecular cluster, C3H11NO overall (wB97M-V/def2-TZVPD).

Each line ends with the natural charge from an NBO analysis.
CARTESIAN COORDINATES (ANGSTROEM)
C 1.95075 1.67661 -2.00466  -0.2463
O 2.43451 1.05415 -0.82700  -0.7297
H 2.63730 2.44620 -2.34223  0.1635
H 1.01667 2.18165 -1.75159  0.1807
H 1.76884 0.97736 -2.82308  0.1667
C -2.43807 -0.92657 0.98121  -0.6186
C -0.95747 -1.22832 1.28066  -0.2136
N -0.03538 -0.19951 0.82564  -0.8749
H -2.97877 -1.87021 0.91057  0.2023
H -2.49809 -0.34166 0.06653  0.2135
H -2.87739 -0.34957 1.80246  0.1952
H -0.73564 -2.18469 0.78143  0.1772
H -0.87091 -1.44356 2.34013  0.1630
H 2.81068 0.19118 -1.01794  0.4665
H 0.74292 -0.54485 0.30359  0.3814
H 0.03006 0.56177 1.47429  0.3730

As for the LUMO energy: 0.86 eV. As for the molar mass: 77.13 g/mol.

Entry Q
Entry from the OMol25 dataset: a 2-piece molecular cluster, C3H11NO overall (wB97M-V/def2-TZVPD).

Each line ends with the natural charge from an NBO analysis.
CARTESIAN COORDINATES (ANGSTROEM)
C -0.42019 0.61728 1.41550  -0.2670
N -2.55436 1.18105 -1.91687  -1.0833
H -0.29147 1.73040 1.36071  0.1937
H 0.43066 0.38900 2.16122  0.1635
H -1.38305 0.38057 2.00858  0.1805
H -1.80389 1.25143 -2.61493  0.3558
H -3.28786 0.70747 -2.45878  0.3502
H -2.27805 0.62465 -1.11978  0.3756
C 0.74168 -1.14497 0.09856  -0.0598
O -0.19224 -0.04679 0.18467  -0.5702
C 2.16820 -0.60693 0.26377  -0.6414
H 0.39978 -1.95338 0.74450  0.1749
H 0.65284 -1.58101 -0.91763  0.1917
H 2.91294 -1.48334 0.24877  0.2086
H 2.47475 0.04466 -0.59981  0.2166
H 2.43025 -0.11008 1.14152  0.2105

As for the LUMO energy: 1.02 eV. As for the molar mass: 77.13 g/mol.

Most stable of them? entry P.